Entry one
ORCA calculation (wB97M-V/def2-TZVPD) on a 2-piece molecular cluster, C3H11N2O overall.

The geometry in XYZ format:
```
17
Properties=species:S:1:pos:R:3:mulliken_charge:R:1
C 0.304 -1.693 0.873 -0.964
C 0.101 -0.430 0.123 0.147
C 0.282 -0.036 -1.138 -0.191
N 1.226 -0.783 -1.743 -0.366
N 0.165 0.752 1.022 -0.309
H 1.288 -2.142 0.541 0.324
H 0.446 -1.516 1.995 0.321
H -0.509 -2.407 0.682 0.242
H -0.215 0.857 -1.549 0.308
H 1.810 -1.094 -1.013 0.161
H 1.550 -0.779 -2.726 0.257
H 0.147 0.434 1.982 0.362
H 1.126 1.293 0.787 0.406
H -0.715 1.319 0.751 0.330
H -3.061 1.734 -0.134 0.323
H -1.870 2.615 -0.492 0.316
O -2.075 1.876 0.040 -0.667
```

- charge = +1

---

Entry two
ORCA calculation (wB97M-V/def2-TZVPD) on a 2-piece molecular cluster, C3H11N2O overall.

The geometry in XYZ format:
```
17
Properties=species:S:1:pos:R:3:mulliken_charge:R:1
C 0.255 -0.199 -2.525 -1.138
C 0.403 0.403 -1.164 0.985
C 0.424 -0.471 -0.106 -0.722
N 0.059 0.149 1.240 -0.235
N 0.502 1.755 -0.934 -0.500
H 1.170 -0.793 -2.700 0.323
H -0.594 -0.986 -2.767 0.297
H 0.078 0.675 -3.313 0.307
H 0.429 -1.607 -0.113 0.340
H 1.057 0.220 1.775 0.391
H -0.161 1.055 0.907 0.278
H -0.559 -0.611 1.665 0.395
H 0.593 2.236 -0.078 0.052
H 0.866 2.381 -1.625 0.241
H -2.027 -1.727 2.751 0.315
H -1.202 -1.294 3.969 0.305
O -1.295 -1.187 3.015 -0.635
```

- charge = +1

---

Entry three
ORCA calculation (wB97M-V/def2-TZVPD) on a 2-piece molecular cluster, C3H11N2O overall.

The geometry in XYZ format:
```
17
Properties=species:S:1:pos:R:3:mulliken_charge:R:1
C -2.247 0.898 -0.183 -1.161
C -1.068 -0.004 -0.126 0.882
C -0.010 0.123 -0.923 -0.871
N 1.090 -0.817 -0.702 -0.152
N -1.042 -1.082 0.813 -0.632
H -2.349 1.438 0.755 0.308
H -2.174 1.615 -0.999 0.344
H -3.160 0.319 -0.326 0.322
H 0.119 0.848 -1.707 0.398
H 1.401 -1.280 -1.563 0.384
H 1.938 -0.357 -0.302 0.276
H 0.739 -1.526 -0.043 0.414
H -1.843 -1.688 0.686 0.266
H -1.158 -0.719 1.752 0.260
H 3.964 0.389 0.929 0.314
H 2.762 1.309 1.220 0.300
O 3.039 0.536 0.719 -0.649
```

- charge = +1

---

Entry four
ORCA calculation (wB97M-V/def2-TZVPD) on a 2-piece molecular cluster, C3H11N2O overall.

The geometry in XYZ format:
```
17
Properties=species:S:1:pos:R:3:mulliken_charge:R:1
C -0.717 2.457 -0.144 -1.134
C -0.327 1.151 -0.731 0.756
O 0.569 0.434 -0.224 -0.740
N -0.823 0.814 -1.918 -0.325
H -0.509 3.281 -0.816 0.373
H -0.036 2.695 0.682 0.314
H -0.416 -0.009 -2.335 0.251
H -1.384 1.441 -2.468 0.230
H -1.723 2.551 0.267 0.339
C 0.440 -2.847 1.077 -0.710
N 0.816 -1.447 1.467 -0.245
H 0.419 -0.732 0.758 0.231
H 0.362 -1.138 2.319 0.385
H 1.820 -1.330 1.556 0.362
H -0.239 -3.256 1.820 0.329
H 1.292 -3.506 1.024 0.325
H -0.142 -2.772 0.197 0.260
```

- charge = +1

---

Structures ranked by computed energy, the most stable listed first: entry four, entry three, entry two, entry one.